C28H84N2O14 | ωB97M-V with the def2-TZVPD basis set

- Energy relative to the best compared isomer or geometry (same formula, charge and spin): 9.677 eV
- Molar mass: 673.0 g mol⁻¹
- E: -2279.676637 hartree
- LUMO: -0.084 eV
- Total charge: 0
- Kohn-Sham gap: 9.3 eV

Element x y z (Å)
C: -5.496 -1.868 -1.538
O: -4.112 -1.806 -1.937
H: -5.508 -2.475 -0.593
H: -6.127 -2.308 -2.354
H: -5.897 -0.895 -1.337
H: -3.631 -2.521 -1.447
C: -2.310 -5.341 -0.290
O: -2.572 -4.062 -0.756
H: -2.607 -6.141 -0.991
H: -2.853 -5.565 0.612
H: -1.256 -5.558 -0.114
H: -1.967 -3.701 -1.398
C: -1.462 -3.665 2.923
O: -0.559 -4.700 2.590
H: -2.449 -3.785 2.443
H: -0.968 -2.762 2.588
H: -1.467 -3.598 3.972
H: -0.341 -4.574 1.653
C: -1.319 -1.694 -3.527
O: -1.054 -2.767 -2.688
H: -0.440 -1.455 -4.076
H: -1.667 -0.817 -2.980
H: -2.096 -1.913 -4.242
H: -0.160 -2.583 -2.321
C: 3.898 -2.750 1.171
O: 4.002 -2.793 2.597
H: 2.879 -2.393 0.825
H: 3.983 -3.722 0.809
H: 4.645 -2.023 0.913
H: 3.094 -3.105 2.890
C: -0.796 -0.631 5.632
O: -0.465 -0.976 6.964
H: -0.013 0.039 5.292
H: -1.648 -0.018 5.608
H: -0.937 -1.434 4.958
H: -0.403 -0.132 7.438
C: 1.337 -3.709 -1.070
O: 0.771 -4.046 0.157
N: 1.317 -2.512 -1.550
N: 1.972 -4.500 -1.829
H: 1.061 -1.721 -0.971
H: 1.675 -2.314 -2.476
H: 2.109 -5.372 -1.332
H: 2.364 -4.354 -2.748
C: -4.140 2.922 -3.442
C: -4.140 1.386 -3.349
C: -3.592 0.785 -4.612
O: -3.559 0.952 -2.342
H: -3.103 3.306 -3.573
H: -4.437 3.266 -2.484
H: -4.800 3.102 -4.250
H: -5.162 1.184 -3.243
H: -4.159 1.125 -5.502
H: -3.757 -0.218 -4.542
H: -2.554 0.948 -4.793
H: -3.753 0.004 -2.295
C: 5.296 1.813 -0.208
C: 5.054 0.500 -0.884
C: 3.598 -0.025 -0.846
O: 5.362 0.405 -2.124
H: 6.292 2.237 -0.245
H: 5.095 1.696 0.831
H: 4.624 2.582 -0.652
H: 5.610 -0.286 -0.335
H: 2.941 0.608 -1.524
H: 3.112 -0.044 0.073
H: 3.504 -1.038 -1.273
H: 5.254 -0.515 -2.244
C: 0.875 0.882 -3.675
C: 0.224 1.943 -2.801
C: -0.440 2.985 -3.607
O: -0.712 1.542 -2.090
H: 1.822 1.217 -3.917
H: 0.362 0.705 -4.636
H: 0.982 -0.005 -3.062
H: 0.978 2.532 -2.277
H: -0.908 3.810 -3.056
H: -1.176 2.616 -4.342
H: 0.329 3.499 -4.255
H: -1.580 1.866 -2.361
C: 4.326 0.264 3.151
C: 3.414 1.462 2.838
C: 2.258 1.597 3.762
O: 4.041 2.564 2.854
H: 5.108 0.551 3.766
H: 4.713 -0.195 2.222
H: 3.895 -0.554 3.652
H: 3.029 1.347 1.829
H: 2.457 1.867 4.753
H: 1.774 0.645 3.868
H: 1.514 2.319 3.427
H: 4.402 2.718 3.723
C: -3.325 1.530 1.003
C: -3.248 2.133 2.346
C: -2.161 1.461 3.242
O: -2.859 3.334 2.323
H: -4.105 1.893 0.400
H: -3.639 0.537 1.068
H: -2.487 1.518 0.348
H: -4.225 2.192 2.762
H: -1.226 1.674 2.690
H: -2.130 0.403 3.261
H: -2.130 1.803 4.294
H: -3.606 3.822 2.000
C: -1.418 -1.356 0.206
C: -0.270 -0.386 0.518
C: 0.634 -0.833 1.651
O: 0.508 -0.191 -0.452
H: -2.108 -1.492 1.100
H: -1.098 -2.330 -0.032
H: -2.014 -0.978 -0.690
H: -0.732 0.574 0.814
H: 0.918 -1.814 1.390
H: 0.206 -0.934 2.630
H: 1.628 -0.320 1.625
H: 0.052 0.367 -1.112
C: 0.648 3.082 0.841
C: 1.817 3.813 0.205
C: 1.301 5.005 -0.614
O: 2.543 4.293 1.095
H: -0.095 2.919 0.080
H: 0.183 3.507 1.684
H: 0.941 2.123 1.173
H: 2.368 3.127 -0.420
H: 2.103 5.664 -0.981
H: 0.664 5.700 -0.005
H: 0.780 4.715 -1.508
H: 2.781 3.598 1.690

Results of the Mulliken charge analysis, in e, for atoms 1 through 99:
1. C -0.850
2. O -0.425
3. H 0.306
4. H 0.209
5. H 0.320
6. H 0.419
7. C -0.774
8. O -0.424
9. H 0.323
10. H 0.329
11. H 0.187
12. H 0.290
13. C 0.256
14. O -0.596
15. H 0.096
16. H -0.612
17. H 0.510
18. H 0.425
19. C -0.960
20. O -0.596
21. H 0.594
22. H 0.217
23. H 0.405
24. H 0.042
25. C -0.651
26. O -0.568
27. H 0.145
28. H 0.475
29. H 0.189
30. H 0.356
31. C 0.025
32. O -0.578
33. H 0.035
34. H 0.335
35. H -0.014
36. H 0.334
37. C 0.300
38. O -0.606
39. N 0.568
40. N -0.328
41. H -1.052
42. H 0.512
43. H 0.386
44. H 0.172
45. C -1.639
46. C 0.514
47. C -1.337
48. O 0.257
49. H 0.243
50. H 0.407
51. H 0.490
52. H 0.682
53. H 0.490
54. H 0.384
55. H 0.116
56. H -0.440
57. C -1.187
58. C 0.284
59. C 1.088
60. O -0.586
61. H 0.407
62. H 0.132
63. H 0.207
64. H 0.327
65. H 0.161
66. H -1.905
67. H 0.358
68. H 0.349
69. C -1.603
70. C 2.166
71. C -2.322
72. O -0.162
73. H 0.679
74. H 0.386
75. H -0.416
76. H -0.597
77. H 0.518
78. H 0.507
79. H 0.370
80. H -0.361
81. C -1.544
82. C 1.780
83. C -1.136
84. O -0.519
85. H 0.633
86. H -0.038
87. H 0.444
88. H -1.056
89. H 0.605
90. H 0.147
91. H 0.270
92. H 0.556
93. C -1.275
94. C 0.181
95. C -0.883
96. O -0.496
97. H 0.787
98. H 0.378
99. H -0.122